Formula: C32H50ClIrN5O2PSi4
Source: the Open Molecules 2025 dataset
Level of theory: ωB97M-V with the def2-TZVPD basis set

```
96
Properties=species:S:1:pos:R:3
Ir -0.30637 0.08493 -0.58070
C 4.06749 -1.67626 -1.35532
C 4.31948 -2.50100 -0.26498
C 3.48175 -2.42302 0.82281
C 2.41188 -1.51887 0.80728
N 2.11796 -0.79319 -0.27869
C 2.95078 -0.86778 -1.31923
N 1.74853 -1.36985 2.00551
C 0.87784 -0.47877 2.25277
N 0.22689 0.45235 1.41345
C -0.47555 1.32536 2.23946
N -1.18248 2.36598 1.97175
C -1.52195 2.86438 0.74094
C -2.16670 4.11273 0.74429
C -2.67452 4.62781 -0.42257
C -2.53203 3.89436 -1.59962
C -1.85261 2.70348 -1.53922
N -1.34497 2.18993 -0.40767
C -0.33459 0.89222 3.63992
C -0.86563 1.41457 4.80569
C -0.59477 0.72971 5.98214
C 0.18528 -0.42915 5.98038
C 0.72507 -0.93383 4.80495
C 0.44029 -0.24743 3.63934
H 4.71756 -1.67777 -2.21824
H 5.16649 -3.17408 -0.26274
H 3.63876 -3.00340 1.72001
H 2.69753 -0.24478 -2.16607
H -2.27025 4.61995 1.69211
H -3.18636 5.58096 -0.42399
H -2.92292 4.25067 -2.54246
H -1.68156 2.11344 -2.42771
H -1.46490 2.31468 4.79129
H -0.99157 1.09683 6.91926
H 0.37357 -0.93817 6.91635
H 1.33778 -1.82446 4.79063
C -1.97712 0.36583 -5.76936
Si -1.98602 -0.51692 -4.10931
C -3.53989 0.09417 -3.25372
C -2.19306 -2.37829 -4.24963
Si 0.15381 -0.00876 -3.04578
Si 1.47740 -1.51088 -4.46872
C 0.67079 -1.86094 -6.12500
C 3.18634 -0.88511 -4.92913
C 1.64974 -3.10791 -3.50793
Si 1.39832 2.01851 -3.71339
C 1.34691 2.05192 -5.58850
C 3.14919 2.03022 -3.05619
C 0.63791 3.61355 -3.10153
H -2.82022 -0.02391 -6.34837
H -1.07434 0.23593 -6.35936
H -2.14614 1.43590 -5.62845
H -4.36658 -0.17252 -3.92115
H -3.59314 1.16917 -3.09419
H -3.71697 -0.42034 -2.30963
H -2.51236 -2.64697 -5.25933
H -2.97516 -2.71016 -3.56258
H -1.29916 -2.94783 -4.00910
H 0.75512 -1.01763 -6.81148
H -0.36748 -2.17600 -6.08381
H 1.24495 -2.68568 -6.55993
H 3.16988 0.03449 -5.51397
H 3.61271 -1.66463 -5.56900
H 3.86520 -0.75123 -4.09075
H 0.69591 -3.61735 -3.38051
H 2.08313 -2.95196 -2.52145
H 2.31543 -3.75803 -4.08485
H 1.60793 1.10621 -6.06185
H 2.06354 2.80693 -5.92677
H 0.36003 2.34886 -5.94249
H 3.78339 1.21138 -3.38467
H 3.16963 2.08146 -1.96635
H 3.59142 2.95787 -3.43445
H -0.34613 3.82026 -3.51727
H 1.31079 4.40348 -3.45237
H 0.58923 3.67924 -2.01406
C -3.98884 0.62828 0.19833
P -2.70047 -0.65679 0.38175
C -2.83842 -0.96028 2.16810
C -3.41432 -2.13042 -0.42125
H -4.95010 0.19722 0.48540
H -4.06157 1.01157 -0.81617
H -3.76925 1.45541 0.87311
H -3.84141 -1.34793 2.36151
H -2.72444 -0.02342 2.71160
H -2.09562 -1.68243 2.49140
H -3.35012 -2.97010 0.26833
H -2.85376 -2.38967 -1.31880
H -4.45811 -1.94846 -0.67858
Cl -1.44803 -4.96518 -1.80872
C -0.21858 -4.44665 -0.61802
C -0.48237 -3.00338 -0.21086
O -0.84714 -2.75297 0.93198
O -0.32083 -2.13569 -1.14154
H 0.75211 -4.54080 -1.09744
H -0.29287 -5.09699 0.24603
```

Properties
**E**: -3737.29074 a.u.
**Energy relative to the best compared isomer or geometry (same formula, charge and spin)**: 0.0 kcal per mole
**Expectation value of S²**: 8.769
**Kohn-Sham gap (spin up / spin down)**: 6.41 / 5.06 eV
**Net charge**: +1
**Multiplicity**: 6
**Strongest force on any atom**: 0.37 eV/Å
**LUMO level (spin up / spin down)**: -3.13 / -5.59 eV